No. 1
The following is a DFT calculation (the ωB97M-V functional and the def2-TZVPD basis) of 2 unconnected molecules or ions with the total composition C4H11NO2.

relative energy (zero: lowest compared OMol25 entry of this formula, charge and spin)	119.1	kJ/mol
E_HOMO	-9.57	eV
Kohn-Sham gap	10.3	eV
M	105.14	g/mol
E_LUMO	0.72	eV
multiplicity	1
structure (SMILES)	CC(=O)O.CCN

Structure (XYZ):
```
18
C4H11NO2, DFT the ωB97M-V functional and the def2-TZVPD basis
C -1.16 1.36 -0.71
C -0.30 2.41 -0.17
O 0.73 2.71 -0.98
O -0.42 2.89 0.91
H -2.17 1.28 -0.26
H -0.87 0.34 -0.43
H -1.52 1.41 -1.79
C 0.71 -1.09 0.94
C 1.10 -1.64 -0.42
N -0.76 -1.36 1.24
H 1.36 -1.60 1.64
H 0.93 -0.01 1.00
H 0.62 -2.56 -0.57
H 2.17 -1.79 -0.39
H 0.65 2.26 -1.82
H -0.97 -2.36 0.94
H -0.98 -1.24 2.19
H 0.85 -0.99 -1.31
```

---

No. 2
The following is a DFT calculation (the ωB97M-V functional and the def2-TZVPD basis) of 3 unconnected molecules or ions with the total composition C11H14BF16N2O4.

E_HOMO	-3.24	eV
charge	-1
Kohn-Sham gap	5.2	eV
M	553.02	g/mol
E_LUMO	1.98	eV
multiplicity	1

Structure (XYZ):
```
48
C11H14BF16N2O4, DFT the ωB97M-V functional and the def2-TZVPD basis
N -2.31 -5.45 1.04
B -3.29 -4.51 0.33
C -4.79 -4.46 0.98
O -5.35 -5.77 1.39
N -5.70 -6.50 0.28
O -6.77 -6.20 -0.12
H -1.79 -5.97 0.34
H -2.76 -6.13 1.65
H -3.41 -4.89 -0.83
H -2.91 -3.36 0.28
H -5.46 -3.94 0.24
H -4.85 -3.82 1.90
C -0.28 0.17 0.27
C -1.65 -0.38 0.71
C -2.71 0.63 1.18
F -2.33 1.32 2.28
F -3.85 -0.01 1.52
F -1.46 -1.33 1.64
F -2.18 -1.00 -0.38
O 0.82 0.11 1.21
C 1.02 1.13 2.15
C 0.89 0.62 3.59
F -0.33 0.10 3.82
F 1.06 1.64 4.46
F 0.24 2.18 1.88
F 2.30 1.56 1.97
H 0.05 -0.48 -0.54
H -0.35 1.16 -0.19
H -2.94 1.35 0.39
H 1.63 -0.15 3.80
C 3.45 1.73 -1.25
C 4.77 2.10 -1.97
C 5.40 3.47 -1.66
F 4.62 4.50 -2.00
F 6.56 3.61 -2.35
F 4.61 1.95 -3.30
F 5.69 1.17 -1.58
O 2.21 1.90 -1.97
C 1.54 3.12 -1.97
C 1.43 3.73 -3.37
F 2.63 3.94 -3.93
F 0.80 4.93 -3.32
F 2.08 3.96 -1.08
F 0.29 2.86 -1.52
H 3.50 0.66 -1.10
H 3.39 2.16 -0.25
H 5.64 3.55 -0.59
H 0.86 3.07 -4.04
```